C3H8NS | ωB97M-V/def2-TZVPD

total energy = -15566.234 eV
HOMO-LUMO gap = 0.2394 hartree

```
! RIJCOSX wB97M-V def2-TZVPD def2/J DEFGRID3
* xyz -1 1
C 1.23 2.39 -0.68
S 1.01 2.39 1.14
H 2.20 2.80 -0.97
H 0.42 2.93 -1.16
H 1.17 1.37 -1.05
C -1.04 -2.52 -0.22
C -1.05 -1.22 0.11
N -0.24 -0.63 1.06
H -0.39 -3.18 0.33
H -1.69 -2.95 -0.97
H -1.84 -0.53 -0.18
H 0.37 -1.25 1.55
H -0.14 0.39 1.03
*
```

natural (NBO) population analysis, charges in e, atoms 1 to 5: C -0.734; S -0.719; H 0.174; H 0.173; H 0.173